a.
Formula: C6H15NO2
Source: the Open Molecules 2025 dataset
Level of theory: ωB97M-V/def2-TZVPD

Atoms and positions in Å:
C -2.807 0.458 -0.807
C -1.630 -0.291 -1.356
O -0.815 -0.949 0.046
C 0.181 -0.149 0.453
N -0.037 0.375 1.766
C 1.553 -0.832 0.352
C 1.592 -2.101 1.198
O 0.111 0.994 -0.590
C 1.190 1.880 -0.765
H -3.547 0.568 -1.605
H -3.251 -0.078 0.027
H -2.512 1.451 -0.476
H -1.838 -1.307 -1.672
H -1.143 0.214 -2.187
H 0.672 1.046 2.042
H -0.963 0.780 1.834
H 2.339 -0.143 0.671
H 1.717 -1.077 -0.700
H 0.807 -2.783 0.882
H 2.554 -2.602 1.089
H 1.427 -1.859 2.247
H 1.499 2.318 0.192
H 0.844 2.690 -1.412
H 2.057 1.397 -1.230

Computed properties:
- 2S+1 = 1
- SMILES = CCO[C@@](N)(CC)OC
- HOMO level (Ha) = -0.340

Calculated atomic charges, method natural (NBO), unit e: number 1, C, carries -0.6568; number 2, C, carries -0.0010; number 3, O, carries -0.6006; number 4, C, carries 0.6840; number 5, N, carries -0.8587; number 6, C, carries -0.4479; number 7, C, carries -0.6067; number 8, O, carries -0.6203; number 9, C, carries -0.2449; number 10, H, carries 0.2185; number 11, H, carries 0.2239; number 12, H, carries 0.2191; number 13, H, carries 0.1872; number 14, H, carries 0.2109; number 15, H, carries 0.3636; number 16, H, carries 0.3736; number 17, H, carries 0.1963; number 18, H, carries 0.2117; number 19, H, carries 0.2185; number 20, H, carries 0.2035; number 21, H, carries 0.2155; number 22, H, carries 0.1551; number 23, H, carries 0.1904; number 24, H, carries 0.1653

b.
Formula: C6H15NO2
Source: the Open Molecules 2025 dataset
Level of theory: ωB97M-V/def2-TZVPD

Atoms and positions in Å:
C 0.279 0.125 -0.629
C -0.270 -0.796 0.238
C -1.889 -0.278 -1.183
C 0.309 1.581 -0.281
C 0.979 -0.324 -1.874
C -0.823 -0.463 1.576
N 2.162 -0.119 1.970
O 1.980 -0.756 0.728
O -2.744 0.621 -0.583
H -3.110 0.235 0.222
H -0.166 -1.840 -0.022
H 2.566 -0.802 2.614
H 2.874 0.605 1.856
H -2.219 -1.316 -1.183
H -1.612 0.080 -2.167
H -0.704 1.988 -0.225
H 0.874 2.150 -1.018
H 0.775 1.703 0.698
H 0.739 0.323 -2.721
H 2.050 -0.261 -1.676
H 0.743 -1.357 -2.128
H -1.437 -1.272 1.973
H -1.395 0.466 1.573
H 0.038 -0.292 2.242

Computed properties:
- 2S+1 = 1
- HOMO level (alpha / beta) (Ha) = -0.222 / -0.222

Calculated atomic charges, method Löwdin, unit e: number 1, C, carries -0.3614; number 2, C, carries -0.1677; number 3, C, carries -0.0839; number 4, C, carries -0.0127; number 5, C, carries -0.0430; number 6, C, carries -0.0619; number 7, N, carries -0.1488; number 8, O, carries -0.3735; number 9, O, carries -0.0532; number 10, H, carries 0.0952; number 11, H, carries 0.1296; number 12, H, carries 0.0558; number 13, H, carries 0.0536; number 14, H, carries 0.1017; number 15, H, carries 0.0947; number 16, H, carries 0.0876; number 17, H, carries 0.0903; number 18, H, carries 0.0866; number 19, H, carries 0.0878; number 20, H, carries 0.0941; number 21, H, carries 0.0933; number 22, H, carries 0.0873; number 23, H, carries 0.0786; number 24, H, carries 0.0698

c.
Formula: C6H15NO2
Source: the Open Molecules 2025 dataset
Level of theory: ωB97M-V/def2-TZVPD

Atoms and positions in Å:
C -0.562 2.382 1.272
C 0.357 2.009 0.117
N 0.591 0.574 0.062
C -0.537 -0.334 -0.136
C -1.599 0.099 -1.189
O -1.866 1.229 -1.470
C -0.156 -1.819 -0.464
C 0.639 -1.854 -1.761
H -0.708 1.554 1.936
H -0.246 3.211 1.913
H -1.493 2.734 0.918
H -0.180 2.350 -0.751
H 1.299 2.543 0.036
H 1.263 0.371 -0.629
H -1.079 -0.422 0.805
H -2.061 -0.802 -1.644
H -1.107 -2.269 -0.624
H 0.358 -2.190 0.415
H 1.363 -1.046 -1.825
H 1.234 -2.769 -1.869
H 0.101 -1.923 -2.697
O 1.616 -1.327 2.914
H 0.778 -1.516 2.458
H 1.994 -0.785 2.211

Computed properties:
- 2S+1 = 1
- SMILES = CCN[C@@H](C=O)CC.O
- HOMO level (Ha) = -0.318

Calculated atomic charges, method natural (NBO), unit e: number 1, C, carries -0.6305; number 2, C, carries -0.2300; number 3, N, carries -0.6373; number 4, C, carries -0.1525; number 5, C, carries 0.4401; number 6, O, carries -0.5127; number 7, C, carries -0.3957; number 8, C, carries -0.6348; number 9, H, carries 0.2080; number 10, H, carries 0.2165; number 11, H, carries 0.2139; number 12, H, carries 0.1970; number 13, H, carries 0.1963; number 14, H, carries 0.3567; number 15, H, carries 0.2069; number 16, H, carries 0.0942; number 17, H, carries 0.2089; number 18, H, carries 0.2124; number 19, H, carries 0.1957; number 20, H, carries 0.2245; number 21, H, carries 0.2210; number 22, O, carries -0.9264; number 23, H, carries 0.4557; number 24, H, carries 0.4721

d.
Formula: C6H15NO2
Source: the Open Molecules 2025 dataset
Level of theory: ωB97M-V/def2-TZVPD

Atoms and positions in Å:
C -2.309 1.402 -0.060
C -1.277 0.719 0.834
N -1.761 -0.539 1.393
C 0.274 0.687 -0.107
C 0.979 -0.570 0.083
C 0.356 -1.819 -0.485
O 1.449 -0.680 1.389
C 2.479 -0.218 -0.960
O 2.522 0.837 -1.941
H -1.922 2.380 -0.370
H -3.275 1.583 0.431
H -2.432 0.837 -0.991
H -1.107 1.356 1.710
H -1.914 -0.442 2.401
H -2.715 -0.694 1.065
H 0.002 0.858 -1.147
H 0.796 1.542 0.323
H -0.689 -1.971 -0.206
H 0.344 -1.760 -1.577
H 0.892 -2.717 -0.159
H 0.823 -1.235 1.889
H 3.476 -0.100 -0.503
H 2.780 -1.077 -1.577
H 2.231 1.620 -1.438

Computed properties:
- 2S+1 = 1
- SMILES = C[C@@H](N)C[C@](C)(O)CO
- HOMO level (Ha) = -0.319

Calculated atomic charges, method natural (NBO), unit e: number 1, C, carries -0.6397; number 2, C, carries -0.0182; number 3, N, carries -0.8627; number 4, C, carries -0.4413; number 5, C, carries 0.2836; number 6, C, carries -0.6666; number 7, O, carries -0.7244; number 8, C, carries -0.1214; number 9, O, carries -0.7208; number 10, H, carries 0.2175; number 11, H, carries 0.2065; number 12, H, carries 0.2060; number 13, H, carries 0.1762; number 14, H, carries 0.3629; number 15, H, carries 0.3578; number 16, H, carries 0.2160; number 17, H, carries 0.2134; number 18, H, carries 0.2348; number 19, H, carries 0.2228; number 20, H, carries 0.2213; number 21, H, carries 0.4787; number 22, H, carries 0.1719; number 23, H, carries 0.1680; number 24, H, carries 0.4576

Which one sits at the top of the stability order? c does.

a.
Formula: C4H4N3
Source: the Open Molecules 2025 dataset
Level of theory: ωB97M-V/def2-TZVPD

Atoms and positions in Å:
C -1.735 1.813 -1.351
C -1.012 0.975 -0.877
N -0.211 0.100 -0.267
C 0.279 -1.096 -0.436
C 1.197 -1.431 0.682
N 1.032 -0.580 1.590
N 0.270 0.398 1.403
H -2.146 2.686 -1.921
H 0.104 -1.834 -1.125
H 1.769 -2.298 0.566
H 0.452 1.269 1.737

Computed properties:
- 2S+1 = 1
- total charge = +1
- SMILES = C#C[n+]1ccn[nH]1
- HOMO level (Ha) = -0.549

Calculated atomic charges, method natural (NBO), unit e: number 1, C, carries -0.0403; number 2, C, carries 0.0499; number 3, N, carries -0.2213; number 4, C, carries 0.1514; number 5, C, carries -0.0400; number 6, N, carries -0.0360; number 7, N, carries -0.1164; number 8, H, carries 0.2943; number 9, H, carries 0.2681; number 10, H, carries 0.2616; number 11, H, carries 0.4287

b.
Formula: C4H4N3
Source: the Open Molecules 2025 dataset
Level of theory: ωB97M-V/def2-TZVPD

Atoms and positions in Å:
C 2.025 -1.047 0.008
N 0.888 -0.625 0.106
C -0.316 -0.201 -0.010
C -0.756 1.214 0.019
C -2.131 0.749 0.195
N -2.621 -0.339 -0.135
N -1.471 -0.942 0.077
H 2.802 -1.194 0.882
H 2.543 -1.463 -0.842
H -0.540 1.891 -0.979
H -0.422 1.959 0.679

Computed properties:
- 2S+1 = 1
- total charge = +1
- SMILES = C=[N+]=C1CC2=NN21
- HOMO level (alpha / beta) (Ha) = -0.523 / -0.523

Calculated atomic charges, method natural (NBO), unit e: number 1, C, carries 0.1375; number 2, N, carries -0.3317; number 3, C, carries 0.4348; number 4, C, carries -0.5985; number 5, C, carries 0.5363; number 6, N, carries -0.1049; number 7, N, carries -0.1893; number 8, H, carries 0.2261; number 9, H, carries 0.2210; number 10, H, carries 0.3469; number 11, H, carries 0.3217

Which one sits at the top of the stability order? a does.

a.
Formula: C3H16N2O3
Source: the Open Molecules 2025 dataset
Level of theory: ωB97M-V/def2-TZVPD

Atoms and positions in Å:
C 0.499 -2.136 -1.434
C -0.499 -1.062 -1.150
N -1.845 -1.449 -1.658
C -0.041 0.231 -1.837
N -0.534 1.619 -1.636
H 1.477 -1.979 -0.980
H 0.086 -3.127 -1.250
H 0.742 -2.118 -2.505
H -0.748 -0.783 -0.124
H -2.307 -0.645 -2.064
H -1.764 -2.117 -2.420
H -0.135 0.048 -2.914
H 1.028 0.305 -1.596
H 0.266 2.233 -1.695
H -0.883 1.709 -0.686
O -4.367 1.200 -0.287
H -4.404 1.380 -1.225
H -4.425 0.258 -0.124
O 4.568 0.449 4.819
H 4.767 -0.479 4.956
H 5.366 0.941 5.029
O 0.881 1.869 3.247
H 1.402 1.154 3.563
H 0.871 2.497 3.972

Computed properties:
- 2S+1 = 1
- SMILES = C[C@H](N)CN.O.O.O
- HOMO level (Ha) = -0.330

Calculated atomic charges, method natural (NBO), unit e: number 1, C, carries -0.6197; number 2, C, carries -0.0710; number 3, N, carries -0.8434; number 4, C, carries -0.2236; number 5, N, carries -0.8413; number 6, H, carries 0.2219; number 7, H, carries 0.2209; number 8, H, carries 0.2064; number 9, H, carries 0.1939; number 10, H, carries 0.3555; number 11, H, carries 0.3466; number 12, H, carries 0.1712; number 13, H, carries 0.1647; number 14, H, carries 0.3586; number 15, H, carries 0.3589; number 16, O, carries -0.9498; number 17, H, carries 0.4732; number 18, H, carries 0.4770; number 19, O, carries -0.9440; number 20, H, carries 0.4715; number 21, H, carries 0.4729; number 22, O, carries -0.9370; number 23, H, carries 0.4696; number 24, H, carries 0.4673

b.
Formula: C3H16N2O3
Source: the Open Molecules 2025 dataset
Level of theory: ωB97M-V/def2-TZVPD

Atoms and positions in Å:
N 0.222 1.032 1.238
C -0.407 1.846 0.217
C -0.488 1.084 -1.202
C 0.803 0.914 -2.109
N 1.999 0.503 -1.337
H 0.774 1.551 1.859
H 0.831 0.420 0.748
H -1.392 2.087 0.548
H 0.162 2.701 -0.026
H -1.379 1.412 -1.810
H -0.665 -0.071 -0.975
H 0.573 -0.089 -2.692
H 1.049 1.850 -2.737
H 2.389 1.197 -0.674
H 2.805 0.430 -2.035
O -1.842 -0.680 2.358
H -1.168 -0.368 1.708
H -1.638 0.002 2.991
O 2.099 -2.317 0.900
H 2.144 -2.696 -0.039
H 1.142 -2.467 1.079
O -2.227 -1.597 -0.596
H -2.886 -0.936 -0.232
H -1.973 -2.072 0.245

Computed properties:
- 2S+1 = 1
- SMILES = NCCCN.O.O.O
- HOMO level (Ha) = -0.348

Calculated atomic charges, method natural (NBO), unit e: number 1, N, carries -0.8684; number 2, C, carries -0.2267; number 3, C, carries -0.4496; number 4, C, carries -0.2233; number 5, N, carries -0.8648; number 6, H, carries 0.3640; number 7, H, carries 0.3827; number 8, H, carries 0.1886; number 9, H, carries 0.1687; number 10, H, carries 0.2210; number 11, H, carries 0.2358; number 12, H, carries 0.2065; number 13, H, carries 0.1688; number 14, H, carries 0.3508; number 15, H, carries 0.3599; number 16, O, carries -0.9791; number 17, H, carries 0.4870; number 18, H, carries 0.4672; number 19, O, carries -0.9348; number 20, H, carries 0.4701; number 21, H, carries 0.4653; number 22, O, carries -0.9481; number 23, H, carries 0.4797; number 24, H, carries 0.4786

Which one sits at the top of the stability order? a does.